C80H193N11O23 | the ωB97M-V functional and the def2-TZVPD basis

Element x y z (Å)
C: -1.42 5.91 -2.88
C: -2.75 6.15 -3.58
C: -3.78 5.09 -3.21
N: -5.12 5.33 -3.95
C: -5.66 6.79 -3.60
C: -7.03 7.07 -4.23
C: -7.00 6.78 -5.76
C: -6.48 5.41 -6.09
C: -5.11 5.12 -5.48
C: -6.00 4.26 -3.39
H: -0.61 6.53 -3.33
H: -1.03 4.86 -2.98
H: -1.43 6.23 -1.82
H: -2.60 6.19 -4.67
H: -3.14 7.13 -3.29
H: -4.07 5.10 -2.17
H: -3.44 4.12 -3.48
H: -4.91 7.44 -4.05
H: -5.70 6.78 -2.51
H: -7.31 8.09 -4.04
H: -7.76 6.40 -3.74
H: -6.37 7.55 -6.27
H: -8.03 6.81 -6.15
H: -6.42 5.24 -7.15
H: -7.23 4.68 -5.75
H: -4.47 5.93 -5.94
H: -4.64 4.19 -5.77
H: -6.20 4.57 -2.37
H: -5.55 3.27 -3.50
H: -6.99 4.30 -3.92
C: 8.44 3.30 -5.12
C: 7.26 4.22 -5.17
C: 5.94 3.42 -5.38
N: 4.72 4.42 -5.38
C: 4.99 5.50 -6.38
C: 3.76 6.42 -6.55
C: 2.59 5.54 -7.03
C: 2.26 4.46 -5.97
C: 3.51 3.63 -5.63
C: 4.62 5.12 -4.04
H: 8.59 2.78 -4.19
H: 9.36 3.81 -5.40
H: 8.34 2.48 -5.82
H: 7.31 4.95 -5.95
H: 7.13 4.81 -4.25
H: 5.72 2.66 -4.60
H: 5.95 3.00 -6.35
H: 5.21 5.03 -7.33
H: 5.82 6.09 -5.99
H: 4.00 7.18 -7.33
H: 3.45 6.99 -5.62
H: 2.67 4.97 -7.98
H: 1.76 6.21 -7.20
H: 1.61 3.68 -6.42
H: 1.81 4.86 -5.05
H: 3.69 3.05 -6.54
H: 3.46 2.95 -4.83
H: 3.70 5.72 -4.03
H: 5.45 5.78 -4.00
H: 4.58 4.39 -3.24
C: -1.39 9.77 6.13
C: 0.05 9.25 5.82
C: 0.21 7.84 6.42
N: 1.54 7.10 6.19
C: 1.74 6.92 4.71
C: 3.03 6.22 4.37
C: 4.22 7.01 4.93
C: 4.07 7.20 6.46
C: 2.71 7.72 6.90
C: 1.44 5.78 6.80
H: -2.19 9.12 5.82
H: -1.63 10.64 5.59
H: -1.50 9.90 7.20
H: 0.82 9.88 6.24
H: 0.20 9.30 4.73
H: -0.55 7.11 6.08
H: 0.14 7.94 7.51
H: 1.82 7.89 4.24
H: 0.91 6.31 4.32
H: 3.16 6.10 3.30
H: 3.00 5.17 4.67
H: 4.11 8.01 4.45
H: 5.16 6.50 4.63
H: 4.74 7.98 6.84
H: 4.35 6.33 7.00
H: 2.63 8.77 6.72
H: 2.49 7.47 7.96
H: 1.18 5.78 7.86
H: 2.38 5.24 6.68
H: 0.66 5.17 6.26
C: -3.76 -9.92 1.21
C: -2.42 -9.21 0.85
C: -2.41 -7.76 1.32
N: -1.09 -7.03 1.16
C: -0.69 -7.08 -0.33
C: 0.02 -7.57 2.02
C: 1.00 -6.40 2.19
C: 0.18 -5.12 1.83
C: -1.28 -5.59 1.58
H: -4.54 -9.80 0.40
H: -4.16 -9.58 2.16
H: -3.58 -11.00 1.34
H: -2.32 -9.32 -0.23
H: -1.60 -9.76 1.29
H: -2.54 -7.66 2.42
H: -3.10 -7.15 0.78
H: -0.51 -8.12 -0.55
H: 0.27 -6.56 -0.37
H: -1.45 -6.61 -0.95
H: 0.43 -8.53 1.72
H: -0.40 -7.81 2.98
H: 1.95 -6.37 1.61
H: 1.22 -6.36 3.28
H: 0.67 -4.68 1.00
H: 0.25 -4.51 2.73
H: -1.76 -5.05 0.77
H: -1.92 -5.58 2.45
C: 0.19 -1.74 -1.22
O: 0.66 -2.04 0.04
C: 1.60 -1.12 0.59
C: 1.08 0.21 1.07
N: 0.83 0.99 -0.19
H: 1.77 0.89 -0.44
H: 0.17 0.52 -0.96
C: 0.69 2.43 -0.11
C: -0.29 2.98 0.91
O: 0.26 2.94 2.17
C: -0.56 3.09 3.31
H: -0.74 -1.17 -1.23
H: -0.12 -2.62 -1.77
H: 0.84 -1.22 -1.90
H: 2.36 -0.87 -0.24
H: 1.91 -1.62 1.48
H: 2.05 0.69 1.37
H: 0.29 0.20 1.79
H: 0.60 2.78 -1.10
H: 1.61 2.74 0.26
H: -1.23 2.40 0.95
H: -0.61 3.94 0.47
H: -0.16 2.37 4.04
H: -1.52 2.71 3.10
H: -0.49 4.15 3.72
C: 1.38 -8.46 -10.49
O: 0.10 -8.89 -10.07
C: -0.41 -9.97 -10.88
C: -1.91 -10.02 -10.59
N: -2.20 -9.73 -9.15
H: -1.95 -10.50 -8.53
H: -1.61 -8.88 -8.90
C: -3.65 -9.34 -8.89
C: -3.80 -8.66 -7.53
O: -2.66 -7.85 -7.36
C: -2.70 -6.88 -6.34
H: 2.01 -9.34 -10.65
H: 1.82 -7.92 -9.65
H: 1.37 -7.85 -11.40
H: 0.15 -10.87 -10.74
H: -0.35 -9.74 -11.94
H: -2.31 -11.01 -10.80
H: -2.44 -9.25 -11.17
H: -4.20 -10.28 -9.01
H: -3.76 -8.68 -9.72
H: -3.83 -9.46 -6.78
H: -4.78 -8.13 -7.47
H: -2.99 -7.27 -5.33
H: -3.32 -6.00 -6.69
H: -1.67 -6.49 -6.29
C: 6.15 -0.17 3.46
O: 7.24 0.20 2.63
C: 7.22 1.54 2.19
C: 8.58 1.96 1.62
N: 9.57 1.85 2.65
H: 9.22 2.28 3.52
H: 9.65 0.84 2.91
C: 10.95 2.20 2.22
C: 11.62 1.01 1.47
O: 10.68 0.00 1.36
C: 11.20 -1.35 1.66
H: 6.30 0.28 4.45
H: 6.15 -1.30 3.42
H: 5.19 0.12 2.97
H: 7.00 2.17 3.07
H: 6.39 1.60 1.48
H: 8.61 2.98 1.26
H: 8.88 1.28 0.83
H: 11.55 2.28 3.12
H: 10.96 3.10 1.64
H: 12.50 0.64 1.95
H: 11.93 1.39 0.50
H: 11.91 -1.68 0.92
H: 10.29 -1.96 1.80
H: 11.75 -1.32 2.61
C: 5.73 -8.04 0.22
O: 6.13 -8.69 1.40
C: 7.30 -9.42 1.01
C: 7.72 -10.24 2.15
N: 7.49 -9.47 3.40
H: 7.97 -8.57 3.39
H: 6.49 -9.34 3.55
C: 7.76 -10.29 4.67
C: 6.57 -11.16 4.90
O: 5.43 -10.32 4.86
C: 4.71 -10.20 6.06
H: 6.61 -7.52 -0.26
H: 4.95 -7.36 0.56
H: 5.28 -8.71 -0.52
H: 8.08 -8.73 0.80
H: 7.12 -10.04 0.14
H: 8.79 -10.45 2.21
H: 7.30 -11.21 2.28
H: 7.81 -9.53 5.47
H: 8.68 -10.85 4.54
H: 6.61 -11.52 5.92
H: 6.47 -11.96 4.19
H: 3.92 -9.45 6.06
H: 5.39 -9.95 6.85
H: 4.18 -11.17 6.23
C: -6.13 3.06 4.04
O: -6.74 4.23 4.48
C: -8.15 4.05 4.47
C: -8.74 5.40 4.71
N: -8.16 5.98 5.94
H: -8.16 5.25 6.63
H: -7.18 6.30 5.85
C: -9.03 7.02 6.57
C: -8.37 7.58 7.86
O: -7.05 7.93 7.46
C: -6.52 8.94 8.32
H: -6.29 2.96 2.99
H: -6.43 2.22 4.60
H: -5.05 3.28 4.19
H: -8.50 3.34 5.23
H: -8.56 3.67 3.58
H: -9.83 5.32 4.81
H: -8.47 6.11 3.90
H: -9.99 6.61 6.81
H: -9.09 7.84 5.88
H: -8.30 6.92 8.75
H: -9.01 8.43 8.10
H: -5.45 9.02 8.12
H: -6.60 8.60 9.35
H: -7.02 9.93 8.20
C: -4.00 -1.71 5.18
O: -3.56 -1.64 6.51
C: -3.04 -2.88 6.97
C: -4.17 -3.77 7.54
N: -4.71 -3.24 8.77
H: -4.06 -3.17 9.58
H: -5.10 -2.31 8.61
C: -5.87 -4.06 9.34
C: -6.74 -3.14 10.14
O: -7.03 -2.09 9.26
C: -7.60 -0.92 9.99
H: -3.19 -1.79 4.49
H: -4.42 -0.74 4.99
H: -4.70 -2.50 4.95
H: -2.26 -2.67 7.74
H: -2.51 -3.42 6.15
H: -3.90 -4.79 7.70
H: -5.04 -3.73 6.82
H: -5.45 -4.86 9.94
H: -6.49 -4.35 8.49
H: -6.22 -2.71 11.00
H: -7.64 -3.61 10.50
H: -8.05 -0.28 9.24
H: -6.84 -0.45 10.66
H: -8.35 -1.37 10.62
C: -4.98 -2.10 -8.36
O: -4.25 -1.05 -7.66
C: -4.02 0.14 -8.30
C: -3.23 1.08 -7.36
N: -1.94 0.56 -6.73
H: -1.73 1.89 -5.24
H: -2.06 -0.12 -6.01
C: -1.11 -0.17 -7.69
C: -0.03 -0.88 -6.99
O: -0.52 -1.80 -6.07
C: 0.44 -2.35 -5.17
H: -6.02 -1.77 -8.65
H: -5.07 -2.94 -7.74
H: -4.42 -2.44 -9.25
H: -4.88 0.73 -8.65
H: -3.40 -0.10 -9.20
H: -3.73 1.46 -6.45
H: -3.01 1.96 -7.97
H: -0.69 0.34 -8.55
H: -1.74 -0.98 -8.19
H: 0.61 -0.15 -6.50
H: 0.69 -1.44 -7.64
H: 1.18 -2.97 -5.61
H: -0.08 -2.99 -4.48
H: 0.97 -1.54 -4.69
O: -3.79 1.53 -0.50
C: -3.30 0.80 0.39
O: -2.00 0.05 0.08
O: -3.52 0.69 1.61
H: -3.35 1.73 -1.65
O: -1.15 1.12 -3.01
C: -2.04 1.81 -3.40
O: -3.06 2.26 -2.64
O: -2.07 2.57 -4.53
H: -2.02 0.22 -0.81
O: 5.60 1.54 -0.59
C: 4.40 1.54 -1.19
O: 4.41 1.64 -2.42
O: 3.48 1.33 -0.38
H: 6.33 1.08 -1.03

The calculation puts the total energy at -5493.51897 Eh. The calculation puts the gap between HOMO and LUMO at 7.969 eV. The calculation puts the HOMO energy at -18.7 eV. The charge is +8. For the LUMO energy, the calculation gives -10.683 eV.

Here are the Löwdin charges for atoms 1 to 99, given in e: C -0.10; C -0.23; C -0.11; N -0.23; C -0.06; C -0.15; C -0.17; C -0.19; C -0.09; C 0.01; H 0.08; H 0.08; H 0.08; H 0.12; H 0.10; H 0.13; H 0.07; H 0.12; H 0.13; H 0.12; H 0.12; H 0.14; H 0.13; H 0.13; H 0.11; H 0.14; H 0.13; H 0.11; H 0.12; H 0.10; C -0.09; C -0.23; C -0.06; N -0.26; C -0.11; C -0.14; C -0.18; C -0.15; C -0.13; C 0.04; H 0.07; H 0.09; H 0.08; H 0.09; H 0.11; H 0.14; H 0.12; H 0.15; H 0.12; H 0.14; H 0.13; H 0.14; H 0.11; H 0.12; H 0.10; H 0.14; H 0.11; H 0.10; H 0.09; H 0.10; C -0.07; C -0.20; C -0.11; N -0.28; C -0.12; C -0.19; C -0.15; C -0.14; C -0.09; C -0.02; H 0.07; H 0.07; H 0.08; H 0.11; H 0.11; H 0.14; H 0.15; H 0.13; H 0.13; H 0.12; H 0.11; H 0.13; H 0.13; H 0.13; H 0.11; H 0.13; H 0.15; H 0.12; H 0.10; H 0.12; C -0.07; C -0.22; C -0.12; N -0.29; C 0.06; C -0.10; C -0.13; C -0.13; C -0.07